1.
Formula: C6H11NO2
Source: OMol25
Level of theory: wB97M-V/def2-TZVPD

The geometry in XYZ format:
```
20
Properties=species:S:1:pos:R:3:forces:R:3
C 0.59892 -0.68786 -1.57986 0.08 -1.79 -1.60
C 0.85149 0.08122 -0.54357 -0.97 0.23 0.84
C 3.42311 0.71343 -0.72581 -0.14 0.45 -1.90
C -0.60639 1.41218 0.95729 -2.86 -0.54 -1.80
C -0.47136 -1.03457 1.34807 -1.32 -0.15 -2.44
C -1.71689 -0.20579 -0.33986 -1.25 -0.10 0.03
N -0.45042 0.05626 0.38499 -1.44 0.13 -0.99
O 3.51500 0.67150 0.42326 0.49 -0.05 0.51
O 3.43644 0.81328 -1.90056 0.00 -0.29 1.65
H -0.25578 -1.37947 -1.82891 0.69 0.93 0.41
H 1.40385 -0.80897 -2.29916 0.01 0.14 -0.04
H -1.42290 1.39728 1.69911 0.92 -0.09 0.52
H 0.38820 1.64204 1.19880 0.93 1.41 0.64
H -1.17206 1.96658 0.11713 1.91 -0.05 1.17
H -1.43368 -0.96069 1.79570 -0.48 -0.36 1.07
H -0.40875 -1.90895 0.71001 0.18 -0.44 0.48
H 0.32715 -0.95893 1.94226 2.90 0.09 2.70
H -2.58355 0.07914 0.38745 1.33 -0.38 -1.53
H -1.64878 0.45227 -1.25080 -0.70 -1.11 0.73
H -1.77361 -1.33996 -0.49555 -0.28 2.00 -0.46
```
Forces are in eV/Å.

For the HOMO-LUMO gap, the calculation gives 8.57 eV. The calculation puts the HOMO energy at -7.980 eV. The calculation puts the lowest unoccupied orbital energy at 0.59 eV.

Löwdin population analysis, charges in e, atoms 1 to 4:
1. C -0.103
2. C -0.104
3. C -0.483
4. C -0.027


2.
Formula: C47H55IN7OS6W
Source: OMol25
Level of theory: wB97M-V/def2-TZVPD

The geometry in XYZ format:
```
118
Properties=species:S:1:pos:R:3:forces:R:3
W 1.02590 -0.94540 -0.56133 1.46 -0.45 0.36
S 8.85223 -0.08102 -0.19012 0.03 0.06 0.02
C 7.31910 -0.41238 -0.62228 -0.10 -0.13 -0.02
S 6.83468 -1.93179 -1.33699 -0.18 0.44 0.08
C 5.11807 -1.56856 -1.50461 0.00 0.15 0.18
C 4.71719 -0.35762 -1.05448 0.11 -0.20 -0.05
S 3.15305 0.43775 -1.08713 -0.12 -0.06 0.14
S 5.98311 0.69162 -0.41372 0.03 -0.46 -0.13
S 4.18387 -2.87247 -2.19441 -0.46 0.15 -0.87
C 2.57305 3.14147 5.23044 -0.06 0.01 -0.18
C 2.25943 3.71407 3.84121 0.07 0.22 0.14
C 3.49388 4.45787 3.30808 -0.12 -0.06 0.02
C 1.08976 4.69547 3.97722 0.17 -0.18 -0.06
C 1.94357 2.60251 2.86549 0.22 -0.55 0.00
C 2.63538 1.37781 2.90326 -0.36 0.54 -0.06
C 2.34500 0.39039 1.99950 -0.06 -0.52 -0.21
N 1.40509 0.49445 1.04298 -0.51 1.66 0.78
C 0.71326 1.66719 0.99985 1.16 -0.45 0.86
C 0.98316 2.72134 1.87869 -0.22 -0.37 -0.50
C -0.36535 1.66699 0.04211 -0.90 -0.33 -0.74
C -1.38463 2.62099 0.03416 0.55 -0.41 0.07
C -2.44291 2.53900 -0.85235 0.04 -0.65 -0.44
C -2.37606 1.49172 -1.78652 0.03 0.65 0.46
C -1.34654 0.58934 -1.74233 0.36 -0.26 -0.16
N -0.37130 0.58754 -0.80308 -0.85 1.72 0.20
C -3.58128 3.53278 -0.79437 -0.20 0.14 -0.04
C -4.25351 3.41217 0.58314 0.12 0.00 -0.20
C -4.62466 3.26808 -1.88278 0.20 0.04 0.16
C -3.01587 4.94669 -0.99513 -0.02 -0.22 -0.01
H 2.65925 3.95364 5.94755 0.03 0.08 0.05
H 3.51405 2.59908 5.24094 0.09 -0.09 0.04
H 1.77837 2.47649 5.56184 -0.06 -0.08 0.10
H 3.75571 5.26394 3.98803 0.05 0.11 0.08
H 3.29636 4.88430 2.32719 0.00 0.06 -0.11
H 4.34628 3.78779 3.22443 0.11 -0.06 -0.02
H 1.30914 5.41266 4.76390 0.02 0.07 0.04
H 0.17579 4.16829 4.24379 -0.15 0.00 0.03
H 0.92686 5.25644 3.06046 -0.07 0.08 -0.10
H 3.39484 1.19758 3.64479 0.09 -0.08 0.04
H 2.87603 -0.55135 2.04809 -0.10 0.08 -0.12
H 0.41628 3.62870 1.77264 -0.07 0.13 0.04
H -1.33915 3.42870 0.74508 0.01 0.04 0.12
H -3.12630 1.37915 -2.55049 0.00 -0.05 -0.10
H -1.28024 -0.17046 -2.51340 0.02 0.13 0.28
H -4.57032 2.38571 0.75944 -0.09 -0.09 0.06
H -5.12696 4.05753 0.62936 -0.08 0.08 0.02
H -3.57477 3.70001 1.38095 0.07 0.03 0.15
H -5.04994 2.27096 -1.78929 -0.07 -0.12 -0.04
H -4.18454 3.38008 -2.87099 -0.01 -0.04 -0.17
H -5.43491 3.98834 -1.79662 -0.05 0.05 0.03
H -2.32684 5.22219 -0.20244 0.09 0.07 0.12
H -3.82812 5.66845 -1.00638 -0.06 0.11 -0.01
H -2.48248 5.00515 -1.94411 -0.02 0.09 -0.08
N -1.92459 -3.25073 -2.74901 0.91 -0.28 0.31
C -3.11211 -2.51335 -2.69964 -0.68 0.54 0.18
C -4.01777 -2.51882 -3.75173 0.19 -0.06 0.10
C -5.15922 -1.73976 -3.67562 -0.03 0.03 -0.01
C -5.39124 -0.93491 -2.57212 -0.08 0.01 0.05
C -4.48852 -0.91862 -1.52118 0.06 -0.14 -0.09
C -3.36423 -1.72182 -1.58328 0.62 -0.44 0.00
S -2.21359 -1.83992 -0.23192 -0.85 -0.32 -0.07
N -0.73218 -2.03517 -1.08996 -0.83 -0.87 -1.69
C -0.75944 -2.72886 -2.21789 -1.00 0.54 1.21
C 0.47517 -2.76927 -2.93839 1.12 -0.34 -1.33
C 0.60924 -3.41360 -4.16206 -0.91 0.39 1.63
C 1.74145 -3.17908 -4.95489 1.14 0.66 -0.27
C 2.69813 -2.33825 -4.48440 -0.66 -0.79 -0.42
C 2.64376 -1.84845 -3.11961 1.66 0.03 0.90
N 1.45671 -1.97288 -2.37317 -0.76 -0.60 -0.07
H -1.80076 -3.78042 -3.59971 0.04 0.07 0.13
H -3.83454 -3.14020 -4.61560 0.02 -0.06 -0.14
H -5.86836 -1.75747 -4.48841 -0.06 0.00 -0.07
H -6.27818 -0.32417 -2.52681 -0.14 0.05 0.02
H -4.65970 -0.31163 -0.64660 -0.03 0.14 0.14
H -0.17036 -4.05327 -4.54022 -0.12 -0.05 -0.02
H 1.80415 -3.61885 -5.93894 0.07 0.02 -0.08
H 3.56697 -2.06660 -5.06141 0.10 0.00 -0.08
H 3.12403 -0.87708 -3.00998 -0.33 -0.09 -0.06
N 1.77223 0.71757 -5.14860 0.14 -0.15 -0.44
C 1.52627 1.15769 -3.90633 -0.17 0.11 0.19
O 0.95542 0.47109 -3.06913 -0.10 0.44 -0.74
C 1.99352 2.55706 -3.60422 -0.07 0.14 0.09
I 0.29856 3.73173 -3.03686 0.26 0.07 -0.12
H 1.55222 -0.23930 -5.38813 -0.05 0.06 0.08
H 2.24205 1.28114 -5.83770 -0.03 -0.01 0.12
H 2.47042 3.04750 -4.44642 -0.01 0.04 0.01
H 2.65461 2.53818 -2.74010 -0.04 -0.02 -0.07
C -2.59250 0.55734 3.44242 0.04 -0.09 0.03
C -2.06603 -0.80697 3.10498 0.08 -0.13 -0.04
C -2.65071 -1.96423 3.59395 0.04 0.06 -0.16
C -2.13263 -3.20535 3.24324 0.03 0.07 -0.06
C -2.75656 -4.46901 3.75295 0.04 -0.01 0.06
C -1.01924 -3.28089 2.42357 0.17 0.10 -0.16
C -0.37230 -2.13402 1.93071 -0.55 0.45 0.59
C -0.95328 -0.90324 2.28612 0.17 -0.13 0.24
N 0.76789 -2.14261 1.14097 0.37 0.30 -0.49
C 1.63845 -3.32420 1.16756 0.42 -0.42 -0.25
C 1.17303 -4.38296 0.14383 0.13 0.09 0.14
C 3.01005 -2.81096 0.70344 -0.69 -0.16 0.24
C 1.83452 -3.94530 2.56437 -0.17 0.16 -0.23
H -3.46124 0.49993 4.09218 -0.08 0.04 0.04
H -2.86713 1.08699 2.53130 -0.09 0.13 -0.09
H -1.82273 1.14249 3.94502 0.01 0.10 0.06
H -3.51097 -1.90286 4.24121 -0.18 0.00 0.12
H -3.79775 -4.31189 4.02242 -0.07 -0.04 0.03
H -2.22494 -4.81639 4.63939 -0.03 -0.06 0.06
H -2.70011 -5.25631 3.00511 -0.04 -0.09 -0.04
H -0.67862 -4.26173 2.14667 0.06 -0.12 -0.06
H -0.52459 0.02207 1.94598 -0.04 -0.16 0.05
H 1.39855 -4.05111 -0.87222 0.00 -0.07 0.05
H 0.10475 -4.56992 0.21408 -0.11 -0.05 0.04
H 1.70208 -5.31718 0.31491 0.07 -0.15 -0.04
H 2.82507 -2.05274 -0.09773 0.88 -0.47 0.25
H 3.60773 -3.62628 0.29848 -0.04 0.21 -0.18
H 3.57200 -2.36225 1.52196 -0.08 0.29 -0.08
H 1.15848 -4.76907 2.76288 -0.04 -0.06 0.07
H 1.68954 -3.19029 3.33250 0.06 0.06 0.15
H 2.84797 -4.33189 2.63860 0.13 -0.05 -0.01
```
Forces are in eV/Å.

For the HOMO-LUMO gap (spin up / spin down), the calculation gives 5.88 / 5.15 eV. As for the total charge: +1. The calculation puts the HOMO energy (spin up / spin down) at -9.058 / -9.062 eV. Its spin multiplicity is 3. The calculation puts the lowest unoccupied orbital energy (spin up / spin down) at -3.18 / -3.91 eV.

Löwdin population analysis, charges in e, atoms 1 to 4:
1. W 1.561
2. S 0.573
3. C -1.499
4. S 0.901


3.
Formula: C6H8
Source: OMol25
Level of theory: wB97M-V/def2-TZVPD

The geometry in XYZ format:
```
14
Properties=species:S:1:pos:R:3:forces:R:3
C 2.21243 -0.59550 -0.11511 -3.16 1.07 0.38
C 2.07267 0.84282 -0.35324 1.36 -1.08 -0.30
C 0.79809 1.19482 0.20175 -0.38 1.74 1.18
C 1.02489 -1.13439 0.27091 -1.19 2.78 0.84
C -0.17810 0.13448 0.51347 4.10 -4.56 -1.16
C -1.32236 -0.10705 -0.39095 -0.22 -1.26 0.11
H 3.11078 -1.04132 -0.34081 1.72 -1.45 -0.30
H 1.22280 1.56851 1.19248 -0.54 0.54 -1.03
H 0.38500 1.93880 -0.44063 -0.48 1.38 0.20
H 0.74829 -2.11832 0.57165 0.08 -0.91 -0.18
H -0.50573 -0.00568 1.51650 -0.07 0.30 0.99
H -1.77583 -1.06140 -0.07101 0.03 0.26 -0.53
H -1.10003 -0.11453 -1.45214 0.10 0.02 -0.08
H -2.02320 0.63446 -0.14903 -1.36 1.18 -0.14
```
Forces are in eV/Å.

For the HOMO-LUMO gap, the calculation gives 7.91 eV. The calculation puts the HOMO energy at -8.057 eV. The calculation puts the lowest unoccupied orbital energy at -0.15 eV.

Löwdin population analysis, charges in e, atoms 1 to 4:
1. C -0.137
2. C 0.016
3. C -0.304
4. C 0.071


4.
Formula: C32H37NO7
Source: OMol25
Level of theory: wB97M-V/def2-TZVPD

The geometry in XYZ format:
```
77
Properties=species:S:1:pos:R:3:forces:R:3
C -7.34492 -1.60578 1.76289 3.23 0.79 -7.03
H -8.24630 -1.62988 2.09137 -5.72 -0.51 2.82
H -6.65370 -2.29004 2.14535 0.51 -1.58 0.58
C -6.70353 -0.26968 1.86684 -0.49 0.06 -1.67
C -5.28272 -0.33839 1.26514 -0.79 4.23 4.92
H -4.79555 -1.07429 1.90313 0.62 -0.65 -1.19
H -4.95276 0.63827 1.94976 0.37 -1.79 -2.67
C -5.20593 -0.17111 -0.23605 4.26 5.53 5.01
C -3.79770 -0.12523 -0.63450 1.72 1.72 0.97
C -2.99784 0.94634 -0.36539 -3.78 4.45 2.00
C -1.70536 1.32246 -0.65064 -2.23 -11.32 -3.29
C -0.99170 2.32400 -0.45917 5.96 4.41 1.97
C 0.54098 2.10280 -0.79924 0.84 10.76 7.67
O 1.32545 3.17862 -0.18942 -3.97 -7.09 -3.86
C 1.02686 1.25063 -1.85353 2.90 -7.65 12.12
C 0.22154 -0.09516 -1.65793 6.53 -5.52 -5.66
O 0.85111 -1.21405 -2.20774 -3.77 6.38 3.33
C -1.12799 -0.08751 -1.23687 6.88 13.69 2.81
C -1.74156 -1.04983 -1.53920 -10.27 -13.91 0.22
N -3.16371 -1.21321 -0.97298 2.88 -3.31 -4.96
C -3.82493 -2.55342 -1.33300 -3.71 5.83 8.64
H -4.89904 -2.33269 -1.50446 1.03 -0.74 -1.06
H -3.18825 -3.00908 -1.89593 3.07 -3.17 -3.80
C -3.90568 -3.29557 0.24171 1.98 -0.90 -5.42
H -4.14235 -4.19427 -0.42338 -0.38 -0.15 2.62
C -2.40067 -3.34648 0.76369 -3.46 -2.00 3.39
O -1.49306 -3.91652 -0.16637 -3.28 3.76 0.30
C -0.19524 -3.93531 0.32795 0.24 -8.14 0.71
C 0.31619 -3.07070 1.37066 9.93 0.81 -12.46
H 0.53017 -2.12836 0.80234 -0.66 0.21 0.69
H 1.39830 -3.25789 1.50237 -0.79 -0.75 0.84
H -0.22015 -2.90123 2.03655 -8.09 2.35 11.21
C 0.68529 -4.31888 -0.83243 -2.60 -3.13 -0.48
H 0.14283 -5.18313 -1.55096 1.63 2.28 2.20
H 0.80415 -3.49075 -1.37450 0.57 3.29 -2.84
H 1.64688 -4.57551 -0.50013 1.22 -0.93 0.45
H -0.33285 -5.02164 0.77204 0.95 1.42 0.54
H -2.51517 -4.07193 1.87000 0.73 1.68 -3.10
H -2.28705 -2.33132 1.21172 1.11 -0.49 -0.84
H -4.69933 -2.79874 0.84268 0.90 -0.87 -0.46
H -1.31181 -2.10660 -1.76014 -0.64 2.30 -0.21
C 0.84113 1.99790 -2.86712 1.58 3.03 -15.66
H -0.14878 2.11755 -3.32982 0.08 -0.10 0.83
H 1.34673 1.10520 -3.82059 -1.34 2.53 1.94
H 1.46160 2.90180 -3.15618 -0.72 -1.00 1.39
O 2.56503 0.92738 -1.44346 -4.92 0.10 -0.84
C 2.63658 0.19517 -0.25586 -1.97 2.55 -3.59
O 1.73230 -0.22384 0.39123 -1.31 -0.16 0.47
C 3.98537 0.13621 -0.04771 -6.20 -9.83 13.05
C 4.88458 0.62943 -0.64245 15.08 5.64 -9.02
C 6.33986 0.34380 -0.37532 -4.54 -1.58 3.18
C 6.61493 -0.45422 0.74051 5.74 4.09 -6.45
C 5.72335 -0.95389 1.44139 -13.13 -6.05 10.83
C 4.30056 -0.82486 1.26908 4.27 3.91 -5.35
H 3.52320 -1.20160 1.85835 -0.79 -0.49 0.75
H 5.76122 -1.53159 2.61902 1.02 1.57 -3.87
O 7.88211 -0.76069 0.98999 2.01 0.18 1.89
C 8.17968 -1.47584 2.22802 6.02 4.74 1.31
H 7.91123 -2.40876 2.10396 -2.03 -4.73 -0.06
H 8.04222 -1.05326 3.39888 -0.26 -0.60 -3.67
H 9.41247 -1.57228 2.09887 -3.13 0.45 0.61
H 7.19554 0.67939 -0.79829 1.92 1.51 -2.11
H 4.85224 1.18399 -1.61715 -0.77 -0.25 1.30
C -1.56014 3.30933 0.53441 8.48 -0.49 -10.21
C -2.15682 3.26640 1.60191 -1.30 6.88 2.25
C -2.28688 4.66734 1.93593 -3.04 1.62 6.30
C -1.63328 5.33331 1.00626 -3.25 8.18 5.51
O -1.02999 4.71997 0.18716 1.61 -8.27 -5.65
H -1.61490 6.40354 0.87678 0.14 0.43 0.44
H -2.81090 5.21232 3.13962 1.72 -1.96 -4.44
H -2.49410 2.66307 2.22828 -2.79 -6.02 4.55
H -3.47696 1.83650 0.14327 -0.43 -1.28 -0.76
H -5.76651 0.67990 -0.54336 0.03 1.37 0.13
H -5.68433 -0.82493 -0.66633 -4.61 -7.44 -4.32
H -6.71360 -0.15350 2.93306 0.52 1.24 0.58
H -7.23803 0.54430 1.28999 0.15 -0.76 1.11
H -7.54105 -1.76748 0.56803 0.73 -0.33 2.58
```
Forces are in eV/Å.

For the HOMO-LUMO gap, the calculation gives 6.74 eV. The calculation puts the HOMO energy at -7.340 eV. The calculation puts the lowest unoccupied orbital energy at -0.60 eV.

Löwdin population analysis, charges in e, atoms 1 to 4:
1. C -0.105
2. H -0.003
3. H 0.056
4. C -0.290


| no. | M (g mol⁻¹) | DFT total energy (hartree) |
| --- | --- | --- |
| 1 | 129.16 | -440.30978 |
| 2 | 1237.15 | -5036.28652 |
| 3 | 80.13 | -233.23728 |
| 4 | 547.65 | -1821.95414 |